No. 1
C2F3MgNNiO4S2 | ωB97M-V with the def2-TZVPD basis set

Structure (XYZ):
```
14
Properties=species:S:1:pos:R:3:forces:R:3
O -0.804022 -0.424237 3.567188 0.6 -0.9 -0.9
C 0.251918 -0.915064 3.228862 -1.7 0.8 0.8
O 1.421861 -0.509697 3.274652 0.9 0.3 -1.0
Ni 0.997607 -2.166547 1.325617 0.0 1.3 0.2
Mg 0.663758 1.242733 1.712705 -0.2 -1.3 -0.1
N 0.437805 -1.152043 -0.226226 1.4 0.6 0.0
S 1.960265 -0.254934 0.122351 -0.8 -0.9 0.2
S -0.816665 -0.233146 -0.487699 -3.3 0.0 0.0
O -0.819276 0.997848 0.387826 0.6 -0.7 0.1
O -2.048151 -1.003081 -0.527175 2.1 1.1 0.3
C -0.645887 0.542131 -2.186075 -0.2 -0.1 -0.5
F 0.307458 1.455977 -2.181932 0.3 0.1 0.2
F -0.355026 -0.403503 -3.058957 0.0 -0.1 0.2
F -1.792199 1.111256 -2.512220 0.1 -0.2 0.4
```
Positions in Å, forces in eV/Å.

Its total charge is +1. Its molecular weight is 306.15 g/mol. As for the HOMO energy (alpha / beta): -12.9 / -14.2 eV. As for the multiplicity: 4. The value obtained for the electronic energy is -88055.2923 eV. Its expectation value of S² is 3.766.

These are the Löwdin partial charges, in e, on atoms 1 to 4: 0.084 -0.567 -0.065 0.754


No. 2
C27H28AuN2O5P2 | ωB97M-V with the def2-TZVPD basis set

Structure (XYZ):
```
65
Properties=species:S:1:pos:R:3:forces:R:3
C -0.991030 -3.648844 -2.696535 0.4 -0.6 0.4
C -1.323383 -2.310602 -2.438541 -1.1 0.6 0.4
C -2.131507 -2.024212 -1.280939 1.1 -0.6 -1.1
C -1.908463 -2.877991 -0.164996 0.2 -1.1 0.0
C -1.574935 -4.231552 -0.421591 0.4 0.7 0.6
C -1.176105 -4.617333 -1.699075 0.1 0.1 -1.0
C -2.022307 -2.289860 1.134414 -2.6 -1.3 -0.7
C -2.914092 -1.167798 1.217581 -0.7 0.4 0.7
C -3.111692 -0.410423 0.024615 -0.1 1.6 1.0
C -3.401677 0.988737 0.228039 -0.3 -0.8 -0.8
C -4.097121 1.367448 1.378764 -0.1 0.2 0.6
C -4.286241 0.449716 2.419657 -0.3 0.5 -0.4
C -3.662887 -0.797244 2.355215 0.9 -0.4 0.1
H -0.586988 -3.912588 -3.690205 -0.1 0.1 0.7
H -1.626112 -4.950006 0.404984 0.1 0.3 -0.4
H -0.956453 -5.659060 -1.931375 -0.1 0.3 0.2
H -1.997998 -2.957801 1.971856 0.4 -0.2 0.6
H -4.529330 2.386564 1.434932 0.5 -0.7 0.1
H -4.896995 0.729706 3.276514 0.2 -0.1 -0.2
H -3.738887 -1.515110 3.192184 0.2 0.6 -0.5
N -2.981301 -0.972660 -1.197001 2.0 1.4 -0.3
Au 0.709920 0.694895 0.091738 -1.6 -0.1 -1.4
C -0.797489 -1.158976 -3.258047 -0.7 0.3 0.4
H -1.589551 -0.373210 -3.299159 0.5 -0.4 -0.2
H -0.494878 -1.468663 -4.265195 -0.1 0.1 0.1
C -2.913727 1.983486 -0.797781 -0.3 -0.8 -0.2
H -2.996763 1.498894 -1.792686 0.0 0.4 0.3
H -3.484193 2.919788 -0.757342 0.1 -0.2 -0.1
P 0.676073 -0.339871 -2.390420 -0.7 -1.2 -0.6
P -1.098736 2.362642 -0.561023 -1.6 0.0 0.6
C -1.145563 3.529580 0.835635 0.0 0.3 0.0
H -0.118106 3.880514 1.008123 -0.3 0.0 0.1
H -1.804514 4.389086 0.634302 0.2 -0.2 0.1
H -1.492137 3.000418 1.732255 0.1 0.1 -0.2
C -0.808009 3.437452 -2.003099 0.2 0.0 -0.1
H -1.398835 4.363092 -1.921280 0.2 -0.3 0.0
H 0.258344 3.692544 -2.050103 -0.2 0.1 -0.1
H -1.088570 2.910197 -2.926537 0.1 0.2 0.3
C 1.894440 -1.694393 -2.362803 0.2 -0.2 0.1
H 1.864426 -2.342687 -3.250788 0.0 0.3 0.2
H 2.888164 -1.233652 -2.283795 -0.1 -0.2 0.0
H 1.732936 -2.306179 -1.463863 0.1 0.1 -0.3
C 1.284183 0.739243 -3.732449 0.1 0.2 0.0
H 2.169561 1.269182 -3.356326 -0.2 0.0 -0.2
H 1.561351 0.170436 -4.632020 -0.1 0.1 0.3
H 0.515419 1.477845 -3.997662 0.2 -0.2 0.1
C 1.934797 2.053871 -0.550259 5.2 3.5 0.3
O 2.752970 2.865839 -0.719837 -3.2 -2.6 0.1
H -0.517669 -1.570547 1.129029 0.1 -1.2 0.0
O 1.993899 -2.704607 0.969170 -1.1 1.1 0.7
C 1.624896 -1.663495 1.462789 0.8 -1.3 -0.8
O 0.350528 -1.119451 1.316244 1.8 1.3 0.8
C 2.570919 -0.735774 2.170649 1.2 0.4 0.7
C 2.119950 0.395726 2.860620 0.0 0.2 0.2
C 2.988945 1.329313 3.426880 0.7 -0.1 0.0
C 4.382037 1.121393 3.347078 -2.2 -1.4 -1.2
C 4.865129 -0.053008 2.744822 0.2 0.1 0.0
C 3.981026 -0.980548 2.162337 -0.8 0.7 0.4
N 5.266002 2.159506 3.763967 2.6 2.7 1.4
O 4.781333 3.234769 4.209591 0.8 -2.6 -1.1
O 6.500182 1.959287 3.666946 -2.7 0.2 0.1
H 1.055112 0.577368 2.968811 0.1 -0.1 -0.1
H 2.613231 2.232087 3.911223 0.1 -0.4 -0.2
H 5.955535 -0.200958 2.730107 -0.7 0.0 -0.1
H 4.372937 -1.881522 1.711662 -0.1 0.0 -0.1
```
Positions in Å, forces in eV/Å.

Its total charge is +1. Its molecular weight is 719.44 g/mol. As for the HOMO energy (alpha / beta): -9.6 / -11.1 eV. As for the multiplicity: 3. The value obtained for the electronic energy is -63929.0724 eV. Its expectation value of S² is 2.035. The calculation puts the energy above the lowest of the compared OMol25 structures with the same formula, charge and spin at 60.81 kcal per mole.

These are the Löwdin partial charges, in e, on atoms 1 to 4: -0.025 -0.205 -0.196 -0.163


No. 3
C5H7N | ωB97M-V with the def2-TZVPD basis set

Structure (XYZ):
```
13
Properties=species:S:1:pos:R:3:forces:R:3
C 0.815945 0.764070 1.125397 0.3 0.5 -0.6
C -0.454047 1.298257 0.582529 -1.6 0.6 0.1
C 0.954624 -0.380098 0.237874 1.9 -1.0 -0.2
N -0.071213 -0.555570 -0.565465 -1.1 -0.5 1.0
C -0.490138 -1.568715 -1.276820 0.6 -1.6 -1.1
C -1.003056 0.465248 -0.314670 0.7 2.3 0.8
H 0.775746 0.476928 2.182513 -0.2 0.2 0.1
H 1.653083 1.464796 1.010508 -0.1 0.2 0.2
H -0.880526 2.237753 0.897797 -0.2 -0.1 0.1
H 1.833476 -0.990196 0.203500 0.0 -0.5 -0.2
H 0.174925 -2.416430 -1.289131 -0.2 -0.2 -0.3
H -1.402084 -1.531402 -1.841343 0.0 0.2 0.0
H -1.906196 0.533709 -0.896636 0.0 -0.1 0.0
```
Positions in Å, forces in eV/Å.

Its total charge is 0. Its molecular weight is 81.12 g/mol. As for the HOMO energy: -6.4 eV. The value obtained for the electronic energy is -6785.3969 eV. The calculation puts the energy above the lowest of the compared OMol25 structures with the same formula, charge and spin at 71.85 kcal per mole.

These are the Löwdin partial charges, in e, on atoms 1 to 4: -0.189 -0.052 -0.136 -0.233


No. 4
C32H27N2O3S4V | ωB97M-V with the def2-TZVPD basis set

Structure (XYZ):
```
69
Properties=species:S:1:pos:R:3:forces:R:3
V -1.330700 1.588640 -0.322939 -0.1 0.2 0.4
C -1.904476 0.205185 -3.117872 0.0 -0.1 -0.1
O -0.954432 0.929276 -2.338851 -0.1 0.1 0.2
C 0.375604 0.890501 -2.718610 0.1 0.0 0.0
C 0.800138 0.446129 -3.950645 -0.1 0.0 0.0
C 2.163310 0.431549 -4.249125 0.1 0.0 0.0
C 3.070912 0.863054 -3.294505 0.0 0.0 0.0
C 2.641299 1.298044 -2.048528 0.0 0.1 0.0
C 1.277782 1.321229 -1.724976 0.1 0.0 0.0
N 0.750610 1.665596 -0.499098 -0.2 0.1 -0.1
N 1.668650 1.946920 0.420094 0.1 0.1 -0.1
C 1.292387 2.163276 1.700577 -0.2 0.0 -0.1
C -0.007183 2.008138 2.244777 0.1 0.1 0.2
O -1.068542 1.607551 1.564027 0.0 -0.2 -0.5
C -0.208183 2.231314 3.632202 0.0 0.0 -0.1
C 0.799365 2.586200 4.474967 0.0 0.0 0.0
C 2.123484 2.744090 3.977832 0.0 0.0 0.0
C 3.191361 3.100209 4.829015 0.0 0.0 0.0
C 4.464655 3.249510 4.346903 0.0 0.0 0.0
C 4.710735 3.048475 2.977865 0.0 0.0 0.0
C 3.688579 2.704498 2.129947 0.1 0.0 0.0
C 2.369027 2.537500 2.601930 0.0 0.0 0.0
H -1.592261 -0.836590 -3.208821 0.0 0.0 0.0
H -2.005819 0.660927 -4.103928 0.0 0.0 0.0
H -2.848381 0.273137 -2.585148 0.0 0.0 0.0
H 0.083592 0.108349 -4.686210 0.0 0.0 0.0
H 2.497478 0.087501 -5.218977 0.0 0.0 0.0
H 4.131677 0.859083 -3.515652 0.0 0.0 0.0
H 3.346635 1.617874 -1.296129 0.0 0.0 0.0
H -1.225317 2.108684 3.985514 0.0 0.0 0.0
H 0.608110 2.755660 5.528271 0.0 0.0 0.0
H 2.979371 3.254835 5.881549 0.0 0.0 0.0
H 5.274655 3.523942 5.011555 0.0 0.0 0.0
H 5.714320 3.169286 2.587924 0.0 0.0 0.0
H 3.873902 2.555863 1.076029 0.0 0.0 0.0
S -4.725090 4.559319 -0.513498 0.0 0.0 -0.2
C -3.521991 3.440594 -0.613110 0.0 0.0 0.4
S -3.782109 1.718281 -0.439348 0.2 -0.1 -0.1
S -1.830334 3.860837 -0.739489 0.1 -0.1 -0.2
O -1.288526 -0.566773 -0.142034 0.0 0.2 -0.3
S -1.698027 -1.157654 1.178862 0.0 -0.2 0.3
C -2.301704 -2.805189 0.696921 0.0 0.1 0.1
C -3.296348 -2.614216 -0.414536 0.0 0.0 0.0
C -4.441071 -1.845411 -0.224074 0.0 0.0 0.0
C -5.307273 -1.604071 -1.278740 0.0 0.0 0.0
C -5.048628 -2.148737 -2.529248 0.0 0.0 0.0
C -3.913256 -2.921937 -2.723797 0.0 0.0 0.0
C -3.034011 -3.142155 -1.673012 0.0 0.0 0.0
C -0.123501 -1.617679 1.991660 0.0 0.1 0.0
C 0.849906 -2.240537 1.043396 0.0 -0.1 0.0
C 1.032109 -3.620763 0.999409 0.0 0.0 0.0
C 1.882755 -4.188583 0.060993 0.0 0.0 0.0
C 2.548574 -3.379320 -0.849786 0.0 0.0 0.0
C 2.378508 -2.001733 -0.806457 0.0 0.0 0.0
C 1.542162 -1.434015 0.142903 0.0 -0.1 0.0
H -2.753331 -3.235352 1.594209 0.0 0.0 0.0
H -1.463152 -3.421025 0.375612 0.0 0.0 0.0
H -4.635151 -1.391163 0.741047 0.0 0.0 0.0
H -6.167130 -0.965555 -1.127917 0.0 0.0 0.0
H -5.721295 -1.953113 -3.354453 0.0 0.0 0.0
H -3.699802 -3.338318 -3.700509 0.0 0.0 0.0
H -2.127493 -3.715064 -1.831568 0.0 0.0 0.0
H -0.380525 -2.259689 2.836552 0.0 0.0 0.0
H 0.228534 -0.657679 2.377099 0.0 0.0 0.0
H 0.510508 -4.254968 1.708755 0.0 0.0 0.0
H 2.022817 -5.262243 0.039533 0.0 0.0 0.0
H 3.204988 -3.822423 -1.588368 0.0 0.0 0.0
H 2.889692 -1.357860 -1.512045 0.0 0.0 0.0
H 1.416839 -0.361267 0.184050 0.0 -0.1 0.0
```
Positions in Å, forces in eV/Å.

Its total charge is -1. Its molecular weight is 666.79 g/mol. As for the HOMO energy (alpha / beta): -3.2 / -4.4 eV. As for the multiplicity: 4. The value obtained for the electronic energy is -111777.5294 eV. Its expectation value of S² is 3.811. The calculation puts the energy above the lowest of the compared OMol25 structures with the same formula, charge and spin at 2.02 kcal per mole.

These are the Löwdin partial charges, in e, on atoms 1 to 4: 0.533 -0.052 -0.231 -0.201


No. 5
C2H5BrCl2Si | ωB97M-V with the def2-TZVPD basis set

Structure (XYZ):
```
11
Properties=species:S:1:pos:R:3:forces:R:3
C -0.291845 -0.259662 -0.538272 0.2 0.0 -0.2
C 0.803830 0.353021 0.334063 0.2 0.1 -0.3
Si 2.403587 0.714390 -0.618637 -0.3 -2.5 1.1
Cl 2.245689 1.199520 -2.537245 0.0 0.0 -0.2
Cl 3.875245 1.632558 0.349708 0.2 0.2 0.0
Br 3.516315 -2.411037 -0.420285 -0.8 2.0 -0.2
H -1.199308 -0.391925 0.045725 0.0 0.0 0.0
H -0.524203 0.377355 -1.388570 -0.1 0.0 -0.1
H 0.021089 -1.230738 -0.909472 0.0 -0.1 -0.1
H 1.025556 -0.328417 1.156935 0.4 0.1 -0.1
H 0.438724 1.280463 0.782442 0.2 0.2 0.0
```
Positions in Å, forces in eV/Å.

Its total charge is 0. Its molecular weight is 207.96 g/mol. As for the HOMO energy: -8.8 eV. The value obtained for the electronic energy is -105122.2191 eV. The calculation puts the energy above the lowest of the compared OMol25 structures with the same formula, charge and spin at 47.50 kcal per mole.

These are the Löwdin partial charges, in e, on atoms 1 to 4: -0.173 -0.389 -0.197 0.398


No. 6
C24H29N3O3S | ωB97M-V with the def2-TZVPD basis set

Structure (XYZ):
```
60
Properties=species:S:1:pos:R:3:forces:R:3
C -5.840911 -2.586337 -1.211551 0.0 0.0 0.1
C -5.011246 -1.518673 -0.568678 0.1 0.0 0.0
C -3.737588 -1.801080 -0.085104 -0.1 0.1 0.0
C -2.979129 -0.818427 0.527254 0.1 0.0 0.1
C -3.500718 0.454067 0.652569 0.3 0.3 0.3
C -4.765350 0.758067 0.188757 -0.1 0.0 0.0
C -5.515848 -0.228878 -0.424854 0.1 0.1 0.1
H -6.504352 -0.000464 -0.795144 -0.1 0.0 0.0
H -5.146804 1.758050 0.317908 -0.2 0.1 0.0
S -2.572773 1.737571 1.475122 -0.2 0.1 0.2
O -3.429703 2.320365 2.466550 -0.2 0.1 -0.3
O -1.296153 1.238722 1.884160 -0.1 -0.1 -0.3
N -2.383034 2.949892 0.309342 -0.6 -0.4 0.7
C -1.149265 3.272680 -0.266849 0.6 0.0 -0.2
O -0.811351 4.433391 -0.368673 -0.2 0.0 0.1
C -0.399251 2.125936 -0.731778 0.8 -0.2 -0.4
C 0.980841 2.026895 -0.807937 -0.4 0.6 0.2
N 1.287883 0.788338 -1.277623 -0.2 0.2 0.0
C 0.126198 0.095955 -1.533571 -0.6 -0.2 -0.1
C -0.927615 0.896731 -1.205347 0.3 0.0 -0.1
H -1.964378 0.667720 -1.341439 -0.1 -0.1 -0.1
C 0.096888 -1.277180 -2.107253 0.1 0.1 0.0
H 0.635210 -1.982688 -1.475548 0.0 -0.1 0.0
H 0.535676 -1.301039 -3.106342 0.0 -0.1 -0.1
H -0.937651 -1.600634 -2.182789 -0.1 0.0 0.0
C 2.614286 0.282957 -1.503836 0.6 -0.2 0.1
H 3.220490 1.086710 -1.925028 0.0 -0.1 -0.1
H 2.544241 -0.514079 -2.247360 0.0 0.1 0.0
C 3.329460 -0.311866 -0.256397 -0.1 0.0 -0.2
N 3.943931 0.724997 0.577595 -0.1 -0.2 0.0
C 5.116412 1.294539 -0.061140 -0.1 0.1 0.0
H 4.864551 1.740296 -1.019826 0.0 0.1 -0.1
H 5.514013 2.081090 0.578082 0.1 0.0 0.0
H 5.907520 0.544553 -0.223883 0.0 0.0 0.0
C 4.325856 0.227751 1.888471 0.0 0.0 0.1
H 5.055889 -0.594460 1.827535 0.0 0.0 0.0
H 3.452191 -0.121222 2.431005 0.1 0.0 0.1
H 4.774136 1.046450 2.449193 0.0 0.0 0.0
C 2.345370 -1.169166 0.502135 0.2 -0.1 0.0
C 2.416510 -2.553233 0.400302 0.1 0.1 0.0
C 1.502578 -3.358677 1.058250 0.0 -0.1 0.0
C 0.509196 -2.787292 1.834924 0.0 -0.1 0.0
C 0.437134 -1.408995 1.949028 0.0 0.1 0.0
C 1.341554 -0.603697 1.280643 0.0 -0.1 0.0
H 1.259145 0.466140 1.381770 0.0 0.2 0.0
H -0.320484 -0.938124 2.556193 -0.1 0.0 0.1
H -0.200092 -3.415708 2.353848 -0.1 0.0 0.1
H 1.571808 -4.433140 0.966752 0.0 -0.1 0.0
H 3.194523 -3.007903 -0.198794 0.1 0.0 0.0
H 4.125936 -0.975933 -0.651625 -0.1 0.0 0.1
C 2.002117 3.033312 -0.432314 0.0 0.1 0.1
H 2.569007 3.351090 -1.308786 0.1 0.1 -0.1
H 1.501081 3.904343 -0.021267 0.0 0.1 0.0
H 2.695561 2.618969 0.297435 0.0 0.1 0.0
H -2.906715 3.772351 0.582273 0.0 0.1 0.1
H -1.983732 -1.014959 0.891621 0.1 -0.1 0.0
H -3.335382 -2.798121 -0.189346 0.1 -0.1 0.0
H -6.433233 -2.178510 -2.027179 0.0 0.0 -0.1
H -5.216233 -3.389932 -1.592613 0.0 -0.1 -0.1
H -6.528214 -3.009525 -0.478848 -0.1 -0.1 0.0
```
Positions in Å, forces in eV/Å.

Its total charge is 0. Its molecular weight is 439.58 g/mol. As for the HOMO energy: -7.9 eV. The value obtained for the electronic energy is -46807.0252 eV. The calculation puts the energy above the lowest of the compared OMol25 structures with the same formula, charge and spin at 45.90 kcal per mole. The structure (SMILES) is Cc1ccc(S(=O)(=O)NC(=O)c2cc(C)n(C[C@H](c3ccccc3)N(C)C)c2C)cc1.

These are the Löwdin partial charges, in e, on atoms 1 to 4: -0.046 -0.266 -0.023 -0.059